Record 1
Formula: C35H26ClI2O25PS
Source: the Open Molecules 2025 dataset
Level of theory: ωB97M-V with the def2-TZVPD basis set

## Properties
- Lowest unoccupied orbital energy: -1.804 eV
- Structure (SMILES): C/C(I)=C(\I)[C@@]1(P(O)Cl)COS(=O)(=O)O1.O=C1C=C(O)C(=O)C=C1O.O=C1C=C(O)C(=O)C=C1O.O=C1C=C(O)C(=O)C=C1O.O=C1C=C(O)C(=O)C=C1O.O=C1C=C(O)C(=O)C=C1O
- Largest force on an atom: 1.8 eV Å⁻¹
- DFT total energy: -5025.435667 a.u.
- Gap between HOMO and LUMO: 7.44 eV
- E_HOMO: -9.24 eV
- Total charge: 0

Positions of all 91 atoms, in Å:
C1 3.6154 2.1236 3.5695
C2 2.1160 2.1877 3.4927
I1 1.2631 3.3995 4.9793
C3 1.3610 1.5788 2.5767
I2 2.4062 0.5505 1.0673
C4 -0.1444 1.5817 2.5132
P1 -0.9421 3.0010 1.4774
O1 -1.8516 3.7317 2.6031
Cl1 0.6370 4.2610 1.1157
C5 -0.5804 0.3209 1.7172
O2 -1.9730 0.1416 2.1063
S1 -2.1175 0.4454 3.6414
O3 -3.3023 1.1908 3.8259
O4 -1.8587 -0.6945 4.4496
O5 -0.8164 1.3761 3.7573
H1 4.0684 2.3853 2.6138
H2 3.9843 2.8237 4.3141
H3 3.9379 1.1236 3.8637
H4 -1.2315 4.1245 3.2454
H5 -0.0817 -0.5848 2.0526
H6 -0.6075 0.4473 0.6420
O6 1.4209 0.9523 11.4912
C6 1.3744 0.6432 10.3128
C7 0.1647 0.3447 9.5870
C8 0.2348 0.0004 8.2890
O7 -0.8344 -0.2780 7.5732
C9 1.5610 -0.0895 7.5579
O8 1.5558 -0.4254 6.3874
C10 2.7721 0.2333 8.2857
C11 2.6930 0.5793 9.5776
O9 3.7420 0.8912 10.3225
H7 -0.7748 0.4093 10.1171
H8 -0.5589 -0.4950 6.6606
H9 3.7120 0.1827 7.7544
H10 3.3861 1.0943 11.2113
O10 -0.7533 -4.6405 -0.3096
C12 0.0563 -4.2334 -1.1225
C13 0.5373 -4.9910 -2.2542
C14 1.4459 -4.4479 -3.0793
O11 1.9487 -5.0495 -4.1407
C15 1.9833 -3.0527 -2.8496
O12 2.8155 -2.6408 -3.6395
C16 1.4876 -2.2820 -1.7305
C17 0.5790 -2.8307 -0.9129
O13 0.0596 -2.2146 0.1384
H11 0.1415 -5.9879 -2.3868
H12 2.5967 -4.4083 -4.5005
H13 1.8689 -1.2800 -1.5943
H14 -0.5681 -2.8556 0.5352
O14 -6.0323 5.5347 4.7043
C18 -5.1391 6.3473 4.5630
C19 -3.8170 6.0420 4.0562
C20 -2.9111 7.0212 3.9643
O15 -1.6751 6.8246 3.5200
C21 -3.2112 8.4445 4.3672
O16 -2.3044 9.2506 4.2580
C22 -4.5382 8.7593 4.8502
C23 -5.4499 7.7796 4.9444
O17 -6.6869 7.9670 5.3742
H15 -3.5976 5.0218 3.7727
H16 -1.2300 7.6942 3.5658
H17 -4.7520 9.7829 5.1230
H18 -7.1194 7.0900 5.3405
O18 -2.4466 -6.9742 -5.3372
C24 -2.3899 -6.0523 -6.1310
C25 -3.3805 -5.7788 -7.1499
C26 -3.1998 -4.7348 -7.9731
O19 -4.0473 -4.4027 -8.9335
C27 -1.9878 -3.8319 -7.8785
O20 -1.9098 -2.9285 -8.6927
C28 -1.0102 -4.0944 -6.8479
C29 -1.1973 -5.1326 -6.0223
O21 -0.3562 -5.4233 -5.0421
H19 -4.2411 -6.4293 -7.2136
H20 -3.6646 -3.6158 -9.3707
H21 -0.1553 -3.4338 -6.7765
H22 -0.7180 -6.2229 -4.6097
O22 1.5555 -1.7337 -6.7028
C30 2.3431 -1.7066 -7.6309
C31 1.9384 -1.9525 -9.0024
C32 2.8521 -1.9144 -9.9817
O23 2.5737 -2.1239 -11.2589
C33 4.3060 -1.6212 -9.7024
O24 5.0642 -1.6238 -10.6552
C34 4.7053 -1.3545 -8.3382
C35 3.7946 -1.3920 -7.3526
O25 4.1224 -1.1538 -6.0916
H23 0.8921 -2.1585 -9.1881
H24 3.4219 -2.0360 -11.7375
H25 5.7459 -1.1306 -8.1503
H26 3.3235 -1.2464 -5.5380

Mulliken atomic charge list, values in e, 8 entries: number 1, C, carries -1.526; number 2, C, carries 0.446; number 3, I, carries 0.000; number 4, C, carries -1.245; number 5, I, carries 0.150; number 6, C, carries 2.189; number 7, P, carries -0.025; number 8, O, carries -0.086

***

Record 2
Formula: C35H26F9N6OS4Ti
Source: the Open Molecules 2025 dataset
Level of theory: ωB97M-V with the def2-TZVPD basis set

## Properties
- Lowest unoccupied orbital energy (spin up / spin down): -8.375 / -7.826 eV
- Largest force on an atom: 3.8 eV Å⁻¹
- DFT total energy: -5093.512752 a.u.
- Gap between HOMO and LUMO (spin up / spin down): 5.14 / 6.17 eV
- E_HOMO (spin up / spin down): -13.52 / -13.99 eV
- Multiplicity: 2
- Total charge: +2
- Relative energy (zero: lowest compared OMol25 entry of this formula, charge and spin): 109.2 kJ/mol

Positions of all 82 atoms, in Å:
Ti1 -0.8566 -0.6166 -0.9722
C1 1.7483 -2.6671 -2.4466
C2 0.5717 -3.1877 -3.2567
S1 -0.9024 -2.1114 -3.1510
C3 -2.2515 -3.2661 -2.7606
C4 -2.1598 -3.9626 -1.4166
S2 -1.8838 -2.7892 -0.0392
C5 -0.4529 -3.5251 0.8284
C6 0.8020 -3.7148 -0.0009
S3 1.3642 -2.1386 -0.7481
H1 2.5302 -3.4238 -2.3837
H2 2.1811 -1.7757 -2.9024
H3 0.8486 -3.2045 -4.3111
H4 0.2805 -4.1961 -2.9682
H5 -3.1391 -2.6346 -2.8180
H6 -2.3002 -3.9962 -3.5684
H7 -3.1050 -4.4640 -1.2128
H8 -1.3660 -4.7064 -1.3894
H9 -0.2524 -2.8234 1.6370
H10 -0.7829 -4.4714 1.2569
H11 1.6018 -4.0661 0.6499
H12 0.6739 -4.4373 -0.8042
F1 -3.2725 0.1173 0.7876
C7 -3.5411 0.5815 -0.4542
C8 -2.6488 0.2491 -1.4666
C9 -2.9881 0.7595 -2.7197
F2 -2.1623 0.5162 -3.7548
C10 -4.1143 1.5219 -2.9602
F3 -4.3794 1.9791 -4.1747
C11 -4.9647 1.8171 -1.9012
F4 -6.0376 2.5482 -2.1037
C12 -4.6777 1.3426 -0.6287
F5 -5.4783 1.6121 0.3935
C13 -0.8094 -2.3825 4.7077
C14 -2.1991 -1.7580 4.6285
C15 -2.4301 -0.9983 3.3232
N1 -1.8018 0.3185 3.3488
C16 -0.8572 0.8164 2.5859
S4 -0.0961 -0.0609 1.2944
N2 -0.3690 2.0444 2.8286
C17 -0.5752 2.8957 4.0045
O1 -0.8248 4.0448 3.8052
C18 -0.3976 2.2598 5.3247
C19 -1.1254 2.7675 6.4019
C20 -0.9439 2.2398 7.6681
C21 -0.0121 1.2310 7.8719
C22 0.7365 0.7448 6.8069
C23 0.5432 1.2499 5.5337
H13 -0.6441 -2.8145 5.6938
H14 -0.0317 -1.6392 4.5333
H15 -0.7081 -3.1842 3.9732
H16 -2.3593 -1.0798 5.4718
H17 -2.9538 -2.5416 4.7039
H18 -3.4974 -0.8406 3.1663
H19 -2.0429 -1.5589 2.4768
H20 -2.1313 0.9169 4.0967
H21 0.1075 2.5076 2.0683
H22 -1.8313 3.5717 6.2368
H23 -1.5187 2.6238 8.4998
H24 0.1442 0.8338 8.8661
H25 1.4783 -0.0247 6.9748
H26 1.1543 0.8948 4.7119
F6 2.6698 2.2142 -2.0730
C24 3.2394 2.3002 -3.2720
C25 4.4247 2.9491 -3.4072
F7 4.9728 3.4924 -2.3437
C26 5.0951 3.0253 -4.6674
C27 4.4226 2.4010 -5.7647
C28 3.2229 1.7676 -5.6188
F8 2.6642 1.2114 -6.6762
C29 2.5777 1.6770 -4.3605
C30 1.3584 0.9845 -4.1647
C31 0.7435 0.8368 -2.9325
N3 0.2096 0.6327 -1.9125
C32 0.6859 0.2932 -5.2193
N4 0.1557 -0.3400 -6.0194
F9 4.9630 2.4275 -6.9591
C33 6.3383 3.6532 -4.8074
C34 7.0703 3.6718 -6.0245
N5 7.7185 3.6840 -6.9758
C35 6.9996 4.3123 -3.7383
N6 7.5795 4.8617 -2.9095

Mulliken atomic charge list, values in e, 8 entries: number 1, Ti, carries -0.495; number 2, C, carries -0.710; number 3, C, carries -1.036; number 4, S, carries 0.235; number 5, C, carries -0.993; number 6, C, carries -0.732; number 7, S, carries 0.017; number 8, C, carries -0.597